57
Properties=species:S:1:pos:R:3:lowdin_charge:R:1 method="wB97M-V/def2-TZVPD" smiles=CCO.CCO.CCO.CCO.CCO.CO.O.O
C 0.980 0.211 3.936 -0.07
C 2.083 1.272 4.220 -0.29
O 2.945 1.437 3.131 -0.07
H 0.271 0.156 4.761 0.08
H 1.367 -0.802 3.831 0.07
H 0.449 0.457 3.016 0.07
H 2.660 1.117 5.132 0.11
H 1.566 2.193 4.490 0.11
H 3.849 1.156 3.291 0.11
C 2.616 -1.810 -0.621 -0.05
C 2.653 -1.190 0.821 -0.32
O 2.027 0.012 0.854 -0.10
H 1.582 -1.900 -0.955 0.05
H 3.121 -2.773 -0.690 0.07
H 3.092 -1.155 -1.351 0.06
H 3.687 -1.064 1.141 0.11
H 2.195 -1.873 1.536 0.10
H 2.302 0.497 1.635 0.04
C -1.650 -2.271 2.438 -0.07
C -1.817 -3.057 1.159 -0.32
O -1.340 -2.267 0.118 -0.09
H -0.628 -1.938 2.623 0.06
H -2.100 -2.764 3.300 0.08
H -2.124 -1.296 2.332 0.08
H -2.845 -3.384 1.004 0.11
H -1.312 -4.021 1.217 0.11
H -1.164 -2.837 -0.634 0.11
C 1.172 0.204 -3.340 -0.10
C 1.334 -0.258 -4.803 -0.30
O 1.872 0.776 -5.628 -0.07
H 2.115 0.499 -2.879 0.06
H 0.732 -0.578 -2.722 0.05
H 0.552 1.089 -3.196 0.08
H 0.312 -0.424 -5.144 0.11
H 1.880 -1.202 -4.799 0.10
H 2.764 0.894 -5.293 0.08
C -3.738 0.278 -1.476 -0.07
C -5.062 0.074 -0.726 -0.30
O -6.006 -0.475 -1.639 -0.10
H -3.834 0.927 -2.347 0.08
H -3.313 -0.673 -1.798 0.07
H -3.058 0.801 -0.804 0.05
H -5.486 1.021 -0.393 0.11
H -5.012 -0.608 0.123 0.11
H -6.354 0.211 -2.212 0.08
C 1.976 2.835 -0.503 -0.17
O 1.081 3.847 -0.910 -0.13
H 1.991 2.855 0.587 0.07
H 1.616 1.846 -0.785 0.04
H 2.925 3.042 -0.997 0.08
H 0.223 3.533 -0.616 0.00
O -0.537 0.290 -0.228 -0.05
H 0.291 0.259 0.250 0.01
H -0.892 -0.595 -0.151 0.00
O -1.274 2.782 -0.002 -0.05
H -1.044 1.866 -0.163 -0.03
H -1.692 2.777 0.859 0.05

72
Properties=species:S:1:pos:R:3:lowdin_charge:R:1 method="wB97M-V/def2-TZVPD" charge=-2
Pb 1.207 -0.115 -0.325 1.37
O 0.177 -2.255 -1.239 -0.19
C -0.506 -3.124 -0.644 -0.40
C -1.619 -3.738 -1.314 -0.02
C -2.385 -4.710 -0.744 -0.14
C -2.098 -5.174 0.546 -0.16
C -1.028 -4.642 1.217 -0.09
C -0.225 -3.628 0.678 -0.16
C 0.862 -3.177 1.482 -0.14
N 1.600 -2.146 1.325 -0.05
C 2.607 -1.896 2.319 -0.24
C 3.625 -0.880 1.795 -0.27
N 2.905 0.329 1.562 -0.08
C 3.265 1.427 2.097 -0.12
C 2.524 2.647 2.080 -0.17
C 3.138 3.805 2.571 -0.10
C 2.491 5.015 2.612 -0.15
C 1.173 5.090 2.146 -0.13
C 0.532 3.983 1.673 -0.03
C 1.155 2.691 1.622 -0.43
O 0.493 1.690 1.246 -0.19
H -1.833 -3.366 -2.307 0.11
H -3.211 -5.144 -1.298 0.08
H -2.713 -5.940 1.001 0.07
H -0.807 -4.994 2.221 0.09
H 1.061 -3.840 2.349 0.12
H 3.104 -2.829 2.636 0.11
H 2.125 -1.459 3.205 0.12
H 4.036 -1.236 0.844 0.05
H 4.452 -0.752 2.520 0.11
H 4.223 1.464 2.656 0.12
H 4.164 3.732 2.922 0.10
H 2.992 5.898 2.987 0.07
H 0.662 6.046 2.171 0.09
H -0.480 4.041 1.297 0.11
N -5.965 -4.664 -0.531 0.08
C -5.526 -3.336 -0.605 -0.35
C -4.908 -2.739 0.493 -0.04
C -4.510 -1.418 0.434 -0.05
C -4.736 -0.684 -0.715 -0.28
C -5.347 -1.262 -1.809 -0.08
C -5.745 -2.585 -1.756 -0.04
S -4.169 1.028 -0.797 0.55
O -4.613 1.649 0.432 -0.34
O -4.739 1.602 -2.009 -0.42
N -2.575 0.935 -0.798 -0.11
C -1.909 0.721 -1.890 -0.69
S -2.733 0.505 -3.490 0.98
C -1.160 0.319 -4.214 -0.44
C -0.195 0.441 -3.281 -0.30
N -0.611 0.637 -2.003 -0.10
H -5.409 -5.218 0.105 0.07
H -6.049 -5.105 -1.437 0.08
H -4.717 -3.326 1.380 0.11
H -4.011 -0.935 1.258 0.12
H -5.485 -0.659 -2.694 0.09
H -6.210 -3.050 -2.616 0.10
H -1.059 0.160 -5.268 0.03
H 0.863 0.394 -3.464 0.09
C 5.856 4.355 -0.385 -0.05
C 4.628 3.564 -0.752 -0.36
C 3.383 4.183 -0.868 -0.04
C 2.295 3.343 -1.067 -0.14
N 2.444 2.048 -1.214 -0.04
C 3.688 1.538 -1.187 -0.91
S 3.777 -0.133 -1.480 0.50
N 4.785 2.265 -0.936 0.10
H 6.004 5.177 -1.087 0.07
H 6.723 3.697 -0.385 0.07
H 5.722 4.789 0.607 0.07
H 3.271 5.251 -0.771 0.10
H 1.274 3.701 -1.109 0.12

17
Properties=species:S:1:pos:R:3:lowdin_charge:R:1 method="wB97M-V/def2-TZVPD" smiles=NCCO.O.O
N -2.156 1.444 -1.306 -0.02
C -1.239 1.580 -0.184 -0.28
C 0.077 1.038 -0.732 -0.27
O 1.114 1.036 0.252 -0.07
H -3.159 1.573 -1.165 0.07
H -2.187 0.500 -1.696 0.07
H -1.396 1.013 0.750 0.11
H -1.173 2.606 0.173 0.11
H 0.297 1.775 -1.521 0.12
H -0.047 0.059 -1.125 0.08
H 1.619 0.219 0.304 0.06
O -0.110 -2.656 -0.037 -0.05
H 0.665 -2.455 0.490 -0.01
H -0.522 -1.874 -0.416 0.01
O 2.407 -2.013 1.847 -0.05
H 3.330 -2.043 1.573 0.05
H 2.479 -1.801 2.793 0.06

In order of appearance, energy relative to the best compared isomer or geometry (same formula, charge and spin) = 32.4, 14.6, 22.2 kcal per mole.
In order of appearance, HOMO-LUMO gap = 9.3, 6.3, 9.9 eV.
In order of appearance, calculated total energy = -1043.73661, -3231.19321, -363.23909 a.u..